(1)
Computed, not measured: C8H11BrClF3O in the gas phase, with ωB97M-V with the def2-TZVPD basis set.

Last column: Löwdin charge in e.
Positions of all 25 atoms, in Å:
1 C -2.671 0.899 -0.825  -0.06
2 C -1.532 0.418 0.083  -0.34
3 C -1.427 1.026 1.425  -0.05
4 C -0.636 -0.295 -0.564  -0.08
5 C 0.630 -0.865 -0.011  -0.62
6 C 0.673 -2.274 -0.738  -0.05
7 O 0.594 -1.023 1.388  -0.06
8 C 1.969 -0.133 -0.286  -0.90
9 Cl 2.222 0.086 -2.064  0.72
10 Br 3.568 -1.128 0.413  0.80
11 C 2.037 1.226 0.365  -0.67
12 F 1.918 1.312 1.682  0.16
13 F 3.261 1.729 -0.022  0.03
14 F 1.069 2.104 -0.131  0.09
15 H -3.615 0.290 -0.415  0.12
16 H -2.819 2.092 -0.746  0.12
17 H -2.531 0.699 -1.869  0.05
18 H -2.288 0.715 1.923  0.06
19 H -1.469 2.117 1.282  0.09
20 H -0.455 0.837 2.007  0.10
21 H -0.671 -0.342 -1.639  0.11
22 H 1.519 -2.976 -0.250  0.12
23 H -0.259 -2.616 -0.699  0.03
24 H 0.992 -2.115 -1.775  0.05
25 H -0.079 -1.784 1.465  0.17

For the LUMO energy, the calculation gives 0.3 eV. As for the SMILES: CC(C)=C[C@](C)(O)[C@](Cl)(Br)C(F)(F)F. Its frontier orbital gap is 9.65 eV. The value obtained for the highest occupied orbital energy is -0.3448 Eh. The value obtained for the relative energy (zero: lowest compared OMol25 entry of this formula, charge and spin) is 0.0 kcal per mole. The value obtained for the max |F| is 6.5 eV/Å. The charge is 0. The calculation puts the total energy at -3720.41092 a.u.

(2)
Computed, not measured: C8H11BrGaLaN2O as an isolated structure, with ωB97M-V with the def2-TZVPD basis set.

Last column: Löwdin charge in e.
Positions of all 25 atoms, in Å:
1 N 0.404 1.888 2.269  -0.04
2 C 1.488 1.312 1.372  -0.37
3 Ga 0.872 -0.610 0.853  0.41
4 C 2.289 -1.727 -0.130  -0.23
5 C 3.327 -0.883 -0.991  -0.79
6 O 3.481 -1.203 -2.199  -0.05
7 Br 4.435 0.618 -0.332  0.72
8 C -0.943 -0.423 -0.132  -0.39
9 C -2.237 0.366 0.466  -0.23
10 C -3.614 0.564 -0.261  -0.05
11 N -3.810 0.036 -1.578  0.06
12 C -2.708 -0.705 -2.145  -0.04
13 C -1.271 -1.022 -1.600  -0.02
14 H -0.360 2.330 1.721  -0.01
15 H -0.010 1.084 2.776  0.07
16 H 2.503 1.349 1.897  0.09
17 H 1.512 1.982 0.397  -0.04
18 H 0.591 -1.371 2.254  0.03
19 H 1.733 -2.420 -0.866  0.07
20 H 2.811 -2.440 0.614  0.10
21 H -2.132 0.827 1.515  0.10
22 H -4.433 1.167 0.278  0.15
23 H -2.920 -1.145 -3.190  0.14
24 H -0.485 -1.636 -2.168  0.13
25 La -0.524 2.061 -0.820  2.19

For the LUMO energy, the calculation gives -10.3 eV. Its frontier orbital gap is 4.84 eV. The value obtained for the highest occupied orbital energy is -0.5559 Eh. The value obtained for the max |F| is 6.2 eV/Å. The charge is +2. The calculation puts the total energy at -5025.63363 a.u.

(3)
Computed, not measured: a 2-piece molecular cluster, C8H11BrN3O2 overall, with ωB97M-V with the def2-TZVPD basis set.

Last column: Löwdin charge in e.
Positions of all 25 atoms, in Å:
1 C 4.252 -0.118 -1.605  -0.84
2 C 0.246 2.459 0.297  -0.21
3 C 1.001 1.627 1.256  -0.17
4 C -0.381 1.162 -0.356  -0.11
5 C 0.679 -2.987 -0.332  0.10
6 C 0.674 0.317 0.437  -0.32
7 C -0.739 -3.687 -1.231  -0.07
8 C 0.249 -0.896 1.196  -0.13
9 N -1.699 -2.977 -0.828  -0.07
10 N -1.361 -2.091 0.094  -0.05
11 N -0.063 -2.014 0.273  -0.17
12 O 3.131 0.202 -1.786  -0.01
13 O 5.377 -0.009 -1.912  0.05
14 Br 3.913 -1.616 0.239  0.09
15 H -0.357 3.174 0.789  0.07
16 H 0.785 3.227 -0.307  0.11
17 H 2.093 1.807 1.261  0.11
18 H 0.543 1.609 2.264  0.11
19 H -1.379 0.882 0.057  0.10
20 H -0.303 0.918 -1.498  0.13
21 H 1.663 -3.087 -0.131  -0.06
22 H 1.615 0.034 -0.170  0.09
23 H -0.732 -4.481 -1.874  0.02
24 H 0.928 -1.196 1.934  0.10
25 H -0.777 -0.757 1.642  0.13

For the LUMO energy, the calculation gives 3.4 eV. Its frontier orbital gap is 8.48 eV. The value obtained for the highest occupied orbital energy is -0.1885 Eh. The value obtained for the relative energy (zero: lowest compared OMol25 entry of this formula, charge and spin) is 46.8 kcal per mole. The value obtained for the max |F| is 8.8 eV/Å. The charge is -1. The calculation puts the total energy at -3200.15907 a.u.

(4)
Computed, not measured: C8H11Cl in the gas phase, with ωB97M-V with the def2-TZVPD basis set.

Last column: Löwdin charge in e.
Positions of all 20 atoms, in Å:
1 C -2.294 -1.608 -0.278  0.16
2 C -1.704 -0.523 -0.092  -0.13
3 C -0.234 0.723 1.433  -0.26
4 C -1.143 0.683 0.241  -0.32
5 C 1.061 0.405 0.907  -0.69
6 C -1.303 1.811 -0.716  -0.05
7 C 1.808 -1.187 -0.937  -0.13
8 C 1.432 -1.067 0.526  -0.25
9 Cl 1.877 1.631 0.156  0.78
10 H -3.007 -2.231 -0.583  -0.02
11 H -0.252 1.869 1.753  0.14
12 H -0.647 0.031 2.242  0.14
13 H -2.080 1.434 -1.262  0.05
14 H -0.373 1.938 -1.261  0.06
15 H -1.542 2.686 -0.067  0.11
16 H 2.789 -0.750 -1.205  0.07
17 H 1.042 -0.547 -1.506  0.09
18 H 1.833 -2.156 -1.344  0.05
19 H 2.195 -1.459 1.080  0.06
20 H 0.543 -1.683 0.913  0.13

For the LUMO energy (spin up / spin down), the calculation gives -0.2 / 0.4 eV. Its frontier orbital gap (spin up / spin down) is 7.18 / 7.89 eV. The value obtained for the highest occupied orbital energy (spin up / spin down) is -0.2696 / -0.2744 Eh. The value obtained for the relative energy (zero: lowest compared OMol25 entry of this formula, charge and spin) is 64.7 kcal per mole. The value obtained for the max |F| is 6.0 eV/Å. The charge is 0. The calculation puts the total energy at -771.41943 a.u.

(5)
Computed, not measured: a 2-piece molecular cluster, C8H11Cl overall, with ωB97M-V with the def2-TZVPD basis set.

Last column: Löwdin charge in e.
Positions of all 20 atoms, in Å:
1 C -1.730 -0.831 -1.248  0.12
2 C -1.593 -0.019 -0.372  -0.14
3 C -0.876 1.343 1.452  0.07
4 C -1.275 1.290 0.121  -0.42
5 C 1.755 0.242 0.614  -0.42
6 C -1.404 2.413 -0.825  -0.06
7 C 1.333 -2.175 -0.145  -0.18
8 C 1.858 -1.245 0.971  -0.36
9 Cl 1.843 0.501 -1.065  0.66
10 H -2.026 -1.683 -1.793  0.03
11 H -0.648 2.179 2.020  0.04
12 H -0.800 0.246 1.762  0.09
13 H -0.417 2.445 -1.409  0.10
14 H -1.697 3.324 -0.296  0.09
15 H -2.017 2.190 -1.640  0.05
16 H 1.906 -2.116 -0.957  -0.02
17 H 0.314 -1.788 -0.467  0.04
18 H 1.247 -3.244 0.107  0.08
19 H 2.914 -1.483 1.244  0.11
20 H 1.313 -1.591 1.927  0.12

For the LUMO energy (spin up / spin down), the calculation gives -0.3 / -0.3 eV. Its frontier orbital gap (spin up / spin down) is 7.96 / 7.96 eV. The value obtained for the highest occupied orbital energy (spin up / spin down) is -0.3018 / -0.3018 Eh. The value obtained for the relative energy (zero: lowest compared OMol25 entry of this formula, charge and spin) is 101.0 kcal per mole. The value obtained for the max |F| is 5.7 eV/Å. The charge is 0. The calculation puts the total energy at -771.36160 a.u.

(6)
Computed, not measured: C8H11Cl2N in the gas phase, with ωB97M-V with the def2-TZVPD basis set.

Last column: Löwdin charge in e.
Positions of all 22 atoms, in Å:
1 C -0.837 -2.560 0.705  -0.05
2 C 0.009 -1.358 0.469  -0.34
3 N 0.958 -1.115 1.261  0.10
4 C 1.917 -0.054 1.225  -0.23
5 C 1.756 0.987 0.092  -0.29
6 C 0.543 0.951 -0.759  -0.35
7 C -0.451 1.944 -0.094  -0.05
8 C -0.182 -0.402 -0.791  -0.10
9 C 2.918 0.040 -0.024  -1.13
10 Cl 4.476 0.620 0.479  0.64
11 Cl 3.066 -1.229 -1.235  0.64
12 H -0.980 -2.658 1.786  0.08
13 H -0.189 -3.400 0.445  0.08
14 H -1.865 -2.589 0.148  0.11
15 H 2.360 0.192 2.168  0.11
16 H 2.056 2.062 0.389  0.16
17 H 0.922 1.358 -1.750  0.16
18 H -0.630 1.500 0.950  0.12
19 H -1.347 1.874 -0.505  0.01
20 H -0.001 2.917 0.092  0.08
21 H 0.167 -0.891 -1.727  0.11
22 H -1.262 -0.131 -0.849  0.11

For the LUMO energy, the calculation gives 0.7 eV. As for the SMILES: CC1=N[C@@H]2[C@H]([C@H](C)C1)C2(Cl)Cl. Its frontier orbital gap is 9.64 eV. The value obtained for the highest occupied orbital energy is -0.3273 Eh. The value obtained for the relative energy (zero: lowest compared OMol25 entry of this formula, charge and spin) is 47.1 kcal per mole. The value obtained for the max |F| is 5.8 eV/Å. The charge is 0. The calculation puts the total energy at -1286.49924 a.u.

What is the formula in the sixth record? C8H11Cl2N